1.
The following is a quantum chemistry calculation of the ion C3H8N4S with charge +2 at a distorted geometry, from the OMol25 dataset.

**HOMO (spin up / spin down)**: -0.6779 / -0.6778 hartree
**Spin multiplicity**: 1
**Charge**: +2
**LUMO level (spin up / spin down)**: -10.2094 / -10.2121 eV

```
16
Properties=species:S:1:pos:R:3:mulliken_charge:R:1
N 0.89 0.89 1.99 -0.31
H -0.98 -1.58 0.56 0.45
H 1.84 -1.86 0.51 0.26
H 2.00 -0.77 -1.27 0.42
S -0.50 0.30 1.90 0.47
C -0.18 -1.36 1.23 -0.58
N -1.53 1.62 -1.22 -0.20
C -0.88 0.68 -0.61 -0.17
H -1.36 2.04 -2.19 0.28
N 0.10 -0.01 -1.33 -0.03
H 0.89 1.91 1.97 0.33
H 0.02 0.27 -2.29 0.24
H -0.14 -2.17 1.92 0.50
N 0.99 -1.32 0.33 -0.12
H -2.20 2.08 -0.67 0.30
C 1.05 -0.74 -0.83 0.16
```

=====

2.
The following is a quantum chemistry calculation of a cluster of 2 separate species, C3H8NO in total at a distorted geometry, from the OMol25 dataset.

**HOMO**: -0.0790 hartree
**Spin multiplicity**: 1
**Charge**: -1
**LUMO level**: 4.0156 eV

```
13
Properties=species:S:1:pos:R:3:mulliken_charge:R:1
H -1.38 0.69 -0.44 0.22
H 1.96 3.18 -0.21 0.15
H -0.96 -2.14 1.53 0.24
O 1.28 1.27 0.38 -0.77
N -1.57 -1.40 -0.36 -0.44
C -0.78 -0.19 -0.17 -0.49
H -2.10 -3.21 0.49 0.26
C -1.53 -2.28 0.58 -0.24
H 1.84 1.95 -1.54 0.15
C 2.06 2.07 -0.42 -0.64
H 0.12 -0.18 -0.85 0.14
H 3.13 1.85 -0.29 0.17
H -0.42 -0.06 0.85 0.25
```

=====

3.
The following is a quantum chemistry calculation of a cluster of 2 separate species, C3H8NO in total at a distorted geometry, from the OMol25 dataset.

**HOMO**: -0.0728 hartree
**Spin multiplicity**: 1
**Charge**: -1
**LUMO level**: 4.4416 eV

```
13
Properties=species:S:1:pos:R:3:mulliken_charge:R:1
H 0.04 1.28 -1.76 0.07
N 0.22 0.69 -0.95 -0.67
H 2.14 0.73 -1.76 0.22
O -2.11 -0.27 0.12 -0.60
H -0.49 -1.03 1.10 0.14
C -1.54 -0.78 1.29 -0.42
H -2.00 -1.77 1.52 0.18
H 1.75 -0.10 1.15 0.22
H -1.36 -0.01 -0.50 0.48
C 1.54 0.52 -0.86 -0.03
H -1.79 -0.15 2.14 0.16
C 2.25 0.00 0.19 -0.97
H 3.26 -0.37 0.08 0.23
```

=====

4.
The following is a quantum chemistry calculation of a cluster of 2 separate species, C3H8NO in total at a distorted geometry, from the OMol25 dataset.

**HOMO**: -0.0806 hartree
**Spin multiplicity**: 1
**Charge**: -1
**LUMO level**: 4.2546 eV

```
13
Properties=species:S:1:pos:R:3:mulliken_charge:R:1
O 0.56 2.17 0.22 -0.82
C 0.86 1.74 -1.04 -0.70
H -0.33 -2.58 -0.31 0.23
H 1.14 2.64 -1.79 0.21
C 0.14 -1.97 0.45 -0.36
H 0.78 -2.45 1.25 0.26
H 1.59 0.98 -1.19 0.21
N -0.94 -1.39 1.30 -0.54
C -1.23 -0.12 1.14 -0.04
H 0.53 -1.11 -0.25 0.05
H -0.01 1.37 -1.61 0.16
H -1.02 0.53 0.21 0.00
H -2.08 0.19 1.63 0.33
```

=====

5.
The following is a quantum chemistry calculation of a cluster of 2 separate species, C3H8NO in total at a distorted geometry, from the OMol25 dataset.

**HOMO**: -0.0901 hartree
**Spin multiplicity**: 1
**Charge**: -1
**LUMO level**: 4.2223 eV

```
13
Properties=species:S:1:pos:R:3:mulliken_charge:R:1
C 0.58 -1.04 0.28 0.04
C -0.86 0.83 -2.13 -0.60
H -1.79 1.13 -1.57 0.12
H -1.05 1.33 -3.11 0.23
H 0.15 -0.25 -0.38 0.09
H -0.36 0.73 2.13 0.29
H -0.25 -0.69 3.28 0.30
O 0.27 1.28 -1.51 -0.87
H 1.25 -1.67 -0.33 0.27
C -0.38 -0.36 2.25 -0.72
N 0.78 -0.95 1.53 -0.51
H -1.35 -0.74 1.93 0.25
H -0.95 -0.28 -2.22 0.12
```

=====

6.
The following is a quantum chemistry calculation of a cluster of 2 separate species, C3H8NO in total at a distorted geometry, from the OMol25 dataset.

**HOMO**: -0.0868 hartree
**Spin multiplicity**: 1
**Charge**: -1
**LUMO level**: 4.4660 eV

```
13
Properties=species:S:1:pos:R:3:mulliken_charge:R:1
H -2.12 1.02 -0.76 0.11
N 1.91 -0.65 -0.20 -0.52
C -1.86 1.22 0.30 -0.56
O -1.59 0.09 1.03 -0.84
C 0.96 -1.54 -0.82 -0.55
H 1.08 -1.62 -1.91 0.19
H 0.43 0.62 0.62 -0.07
C 1.47 0.25 0.58 0.19
H -2.70 1.81 0.71 0.22
H -0.03 -1.25 -0.40 0.29
H 1.12 -2.59 -0.50 0.17
H 2.28 0.75 1.13 0.27
H -0.96 1.91 0.22 0.09
```

=====

Calculated energy relative to the best compared isomer or geometry (same formula, charge and spin) (kcal/mol), listed in the same order as above: 40.5 36.8 14.2 55.5 42.9 34.7